No. 1
Below is a structure of composition C31H38BF4N2P2Si2Ti, with properties calculated with the ωB97M-V functional and the def2-TZVPD basis.

```
! wB97M-V def2-TZVPD RIJCOSX def2/J DEFGRID3
* xyz 0 2
C 3.122 0.276 0.585
C 3.028 0.413 3.356
P 0.811 -1.269 0.388
H 0.564 2.904 -3.159
H 4.817 1.589 3.203
C 0.135 2.853 3.926
H -5.821 -0.676 1.279
C -5.156 0.176 1.339
H 4.353 -1.026 -1.879
H -0.473 4.578 -0.670
C -0.476 2.728 -3.444
H 3.043 -2.859 1.492
F -2.726 -1.404 -1.831
H -3.747 3.244 -3.095
C 2.104 -0.369 1.275
F -3.284 -1.827 -4.051
F -2.376 -3.500 -2.751
C 4.102 0.975 1.278
H 3.240 -5.260 2.018
H -6.702 1.541 1.926
H 3.141 0.229 -0.496
C -0.776 -0.706 0.578
C 3.915 -2.021 -1.770
C 1.528 3.543 2.089
C 1.188 -5.688 1.559
Ti -0.834 -0.507 -1.516
H -4.007 2.373 -1.577
C -3.448 2.357 1.497
C 2.292 -4.857 1.685
H 0.527 -3.959 -2.642
H -1.094 -3.401 0.538
H -3.406 -0.948 0.775
H 2.161 -4.402 -3.154
P -1.224 0.921 0.609
H 1.033 2.701 0.174
C 4.055 1.042 2.661
C 0.781 2.754 1.226
C 2.181 -3.507 1.385
C -0.032 -5.166 1.146
H -5.176 3.482 2.079
H -0.765 3.499 -4.162
N -1.069 1.412 -0.949
H 1.749 -4.372 -1.436
H 0.987 -1.344 -4.398
C 0.965 -2.981 0.959
H -2.780 3.206 1.578
H 2.687 -1.720 -4.683
C -3.365 2.441 -2.459
B -2.445 -2.180 -3.055
N 1.076 -1.189 -1.220
H -1.696 5.189 -1.787
C 2.058 -0.294 2.667
H 2.986 0.475 4.436
H -0.117 2.892 4.977
H 1.781 4.217 4.108
Si 2.115 -2.079 -2.302
H -0.895 -5.812 1.053
C 1.586 -3.868 -2.392
F -1.087 -1.645 -3.311
H 4.492 -2.705 -2.398
H 4.899 1.469 0.736
C -4.795 2.512 1.786
H -0.520 1.768 -3.968
C -0.606 2.060 3.065
C -0.145 -3.818 0.852
H 1.257 -0.789 3.207
H 2.245 -0.198 -3.906
H 2.366 4.113 1.709
C -3.807 0.019 1.054
Si -1.594 2.740 -1.944
H -2.184 4.472 -0.255
C -0.292 2.014 1.708
H 4.049 -2.334 -0.733
C 1.201 3.597 3.436
C -2.948 1.111 1.124
C -5.650 1.421 1.701
H 1.276 -6.742 1.790
H -3.462 1.502 -3.011
C -1.469 4.392 -1.075
H -1.439 1.479 3.446
C 1.991 -1.259 -3.978
*
```

Values from the calculation:
Highest occupied orbital energy (alpha / beta) in eV: -7.65 / -8.31
Energy above the lowest of the compared OMol25 structures with the same formula, charge and spin in kJ/mol: 0.0
Lowest unoccupied orbital energy (alpha / beta) in eV: 0.47 / 0.52
Kohn-Sham gap (alpha / beta) in eV: 8.12 / 8.83
Maximum force in eV Å⁻¹: 0.2
Molar mass in g/mol: 691.4


No. 2
Below is a structure of composition C31H38ClN13O2SiV, with properties calculated with the ωB97M-V functional and the def2-TZVPD basis.

```
! wB97M-V def2-TZVPD RIJCOSX def2/J DEFGRID3
* xyz -2 4
N -2.313 -3.494 -3.792
H 0.412 -5.838 -0.581
H -1.935 4.703 -0.754
H 0.010 2.633 3.452
C -2.413 1.214 3.189
C 2.350 0.571 0.056
H 4.053 -2.704 0.155
H 1.130 -5.706 1.023
N -3.503 -2.885 -4.005
N -2.571 -2.117 -2.164
N -4.182 -0.268 -0.703
H 6.661 -1.749 -0.296
H 1.337 -3.873 -2.866
H 3.474 -3.708 1.489
H 1.116 -0.477 -4.549
C 0.487 0.604 3.919
C -3.624 -2.054 -2.981
C 0.381 -0.276 -3.749
C -2.106 4.500 1.376
Si 1.973 -3.921 -0.488
H 0.671 0.851 1.780
O 1.244 1.111 0.095
N -4.692 -1.194 -2.864
H 2.071 -6.415 -0.307
H -2.474 -0.020 -3.720
H -2.157 6.187 2.711
N -4.858 0.567 0.118
N 1.025 0.062 -2.506
H -0.184 -1.198 -3.580
N -6.127 0.225 -1.611
C 2.444 0.319 2.486
H -2.693 0.222 2.860
H 2.994 0.061 3.390
H -2.538 0.564 5.064
N 1.179 0.627 2.645
N -5.994 0.849 -0.418
C 1.343 -5.641 -0.046
H -1.897 3.022 -2.294
C 0.740 -2.687 -0.031
C -1.957 2.634 -0.188
H -1.066 1.730 6.160
O -1.846 0.458 0.703
H 2.877 -4.747 -2.670
H -3.055 6.442 1.217
H 4.330 -4.457 0.129
H 7.092 -0.510 0.885
C 4.345 -0.166 -1.158
Cl -3.095 -2.487 1.342
H -2.485 1.727 -3.879
H 2.840 -2.973 -2.617
C -1.201 2.126 5.149
C 2.296 -3.880 -2.341
C -1.884 2.188 -1.574
C -4.995 -0.447 -1.735
C -1.917 0.880 -3.470
H -5.470 -1.400 -3.466
C 3.617 -3.673 0.405
C 5.132 -0.258 0.034
C 3.109 0.283 1.267
H -1.431 3.189 5.267
N -1.871 0.994 -2.010
C -2.212 2.203 2.217
H 0.900 2.470 4.948
C 0.100 2.021 4.350
H -1.296 6.502 1.205
C -0.560 0.849 -4.169
H -0.762 0.759 -5.242
C -2.156 5.984 1.639
H 7.103 -0.133 -0.837
H -0.047 1.806 -4.021
V -2.158 -1.083 -0.313
C 3.026 0.171 -1.188
H 2.900 -0.267 -3.314
C -1.997 4.010 0.081
C 2.280 0.009 -2.440
C -2.220 3.596 2.428
H 1.144 0.118 4.645
H -2.383 3.982 3.430
C -2.022 1.727 0.872
C -0.232 -1.944 -0.108
C 4.483 -0.080 1.215
H -0.399 -0.023 3.804
N -1.758 -3.055 -2.723
H 5.010 -0.229 2.156
N -2.333 1.414 4.566
H 4.818 -0.448 -2.097
C 6.570 -0.684 -0.058
*
```

Values from the calculation:
Highest occupied orbital energy (alpha / beta) in eV: -1.12 / -2.54
Energy above the lowest of the compared OMol25 structures with the same formula, charge and spin in kJ/mol: 86.3
Lowest unoccupied orbital energy (alpha / beta) in eV: 4.06 / 4.06
Kohn-Sham gap (alpha / beta) in eV: 5.19 / 6.60
Maximum force in eV Å⁻¹: 0.8
Molar mass in g/mol: 739.2


No. 3
Below is a structure of composition C31H38F6N4OP2Ti, with properties calculated with the ωB97M-V functional and the def2-TZVPD basis.

```
! wB97M-V def2-TZVPD RIJCOSX def2/J DEFGRID3
* xyz 0 3
N -3.668 -0.899 -2.012
C -5.081 -2.224 -3.237
N 2.126 -2.485 -2.338
C -2.191 2.337 -1.464
C -0.726 -1.106 4.234
H 4.770 1.658 -3.921
C -0.646 4.214 2.876
C 2.585 -3.750 -1.997
C -1.996 1.164 -3.384
C -0.926 -1.319 -2.059
H 3.561 -5.329 -3.171
F -1.355 0.503 5.921
H -2.222 4.310 -2.416
H -5.630 -3.089 -3.589
C 1.600 3.032 3.189
C 5.055 0.845 -1.831
C 4.183 0.075 -1.054
C -1.821 -1.921 4.908
H 2.987 1.403 3.077
H 2.444 -4.108 -0.984
N 2.989 -0.101 -1.734
H -2.793 -1.443 4.750
H 1.983 -1.417 -4.246
H 2.152 0.525 0.997
H 4.307 -0.355 -0.074
H -1.486 1.397 1.037
F 1.667 -0.869 4.172
H -1.819 -2.954 4.566
C 2.166 1.973 2.599
H 3.340 -3.520 -5.235
F -2.146 0.767 3.879
F 0.830 -1.339 6.146
C 4.393 1.114 -3.066
H -5.982 -0.480 -4.382
H 1.103 2.894 0.462
H 6.043 1.171 -1.535
H -2.138 2.903 -4.747
H 1.242 5.058 3.270
H -2.245 2.509 -0.403
C 0.646 -1.510 4.820
H -2.420 3.172 2.195
P -2.086 -0.462 -0.960
C 1.416 1.100 1.589
Ti 0.232 -1.516 1.161
P 1.629 -1.307 -1.019
C 0.400 -0.536 -2.104
F 0.845 -2.849 4.586
H 0.769 -0.480 -3.135
C -0.796 2.213 1.317
C -4.050 -2.210 -2.292
C 2.998 -3.408 -4.214
C -2.112 2.508 -3.731
H -0.552 -4.254 1.540
C -2.191 3.243 -2.515
F -0.063 1.223 4.333
O -0.506 -1.193 2.831
C 0.873 4.236 2.638
C -1.323 3.141 2.112
C -5.302 -0.865 -3.628
H -3.573 -3.042 -1.797
C 2.341 -2.296 -3.710
H -1.061 5.213 2.644
N -2.053 1.048 -1.978
H -0.802 -2.340 -1.643
H -0.863 4.072 3.947
H -1.835 0.317 -4.043
C 0.544 1.987 0.708
H 2.351 0.509 -3.721
H -1.377 -1.386 -3.058
C 3.129 -4.341 -3.130
H 1.120 -3.843 0.862
C 3.132 0.515 -2.971
H 1.908 3.227 4.231
H 1.109 4.442 1.574
H -4.357 0.992 -2.850
C 0.333 -3.579 1.587
C -4.449 -0.085 -2.837
H 0.305 0.500 -1.738
H -1.634 -1.912 5.987
H 0.685 -3.615 2.637
H 0.729 0.421 2.193
H 0.319 1.455 -0.227
C -1.063 0.347 4.601
*
```

Values from the calculation:
Highest occupied orbital energy (alpha / beta) in eV: -7.25 / -8.03
Energy above the lowest of the compared OMol25 structures with the same formula, charge and spin in kJ/mol: 293.0
Lowest unoccupied orbital energy (alpha / beta) in eV: -1.19 / -1.01
Kohn-Sham gap (alpha / beta) in eV: 6.05 / 7.02
Maximum force in eV Å⁻¹: 6.2
Molar mass in g/mol: 706.5


No. 4
Below is a structure of composition C31H38GeIN3OPPt, with properties calculated with the ωB97M-V functional and the def2-TZVPD basis.

```
! wB97M-V def2-TZVPD RIJCOSX def2/J DEFGRID3
* xyz 3 5
C 0.993 -1.737 -3.640
H 3.570 1.067 -0.120
H 5.169 3.267 -1.955
H 4.070 -2.702 3.152
H 5.408 -4.417 2.030
H -1.146 -1.682 0.602
C 2.049 -1.329 2.257
C 2.738 1.438 -0.738
H -3.190 -5.241 -0.602
C 3.347 -3.582 -0.519
C 0.431 1.666 3.229
H 2.435 5.191 -2.341
C 2.607 -2.574 0.087
C -0.146 -2.885 -0.879
H 1.820 3.643 -2.875
H -0.055 -1.953 -3.466
H 4.921 -5.024 -0.324
P 1.293 -1.808 -0.886
C 1.893 -1.653 -2.574
H 3.119 -1.211 -6.209
H 0.209 2.965 -1.681
H 0.761 -1.660 -5.772
Pt 1.077 0.415 -0.004
C 1.447 -1.574 -4.940
H 1.389 2.086 2.909
H 5.507 3.047 -0.225
C -0.694 2.196 2.343
C -2.786 1.936 -1.425
O 2.173 -1.502 3.549
H -0.600 3.271 2.192
C 3.679 -1.209 -4.127
C 2.508 4.064 1.181
C -1.958 0.816 -1.118
C 0.151 2.114 4.668
H 0.961 1.899 5.361
C 2.783 -1.318 -5.186
C 4.624 -3.910 1.484
C -2.341 -4.576 -0.680
C -0.188 -4.062 -1.626
H -1.663 2.014 2.815
H 3.146 -3.858 -1.545
H 2.835 5.092 1.340
C -1.288 -4.898 -1.527
H 1.427 4.034 1.321
H 0.626 -4.329 -2.288
H 3.931 -1.298 -2.002
H -0.004 3.193 4.692
C 0.544 0.144 3.147
Ge 3.021 3.460 -0.589
H -0.760 1.646 5.047
H -0.464 -0.284 3.168
I -4.772 2.005 -1.524
H 5.197 4.659 -0.872
H 2.911 1.123 -1.769
C 4.919 3.606 -0.951
C 3.871 -2.933 2.117
N 1.212 -0.383 1.912
H -0.731 1.718 1.356
N -0.684 2.502 -1.504
H -2.238 -0.202 -0.891
N -0.694 1.164 -1.183
H 4.726 -1.009 -4.314
C -2.299 -3.414 0.079
H -2.050 4.023 -1.966
C 1.931 4.286 -1.999
C 2.855 -2.257 1.438
H 0.859 -0.968 5.032
C -1.885 2.997 -1.670
H -3.110 -3.178 0.756
C 1.416 -0.476 4.240
H -1.323 -5.809 -2.109
C -1.203 -2.569 -0.023
C 4.354 -4.246 0.171
H 0.952 4.626 -1.643
H 2.988 3.448 1.941
H 2.139 0.218 4.665
C 3.232 -1.373 -2.827
*
```

Values from the calculation:
Highest occupied orbital energy (alpha / beta) in eV: -15.57 / -16.67
Lowest unoccupied orbital energy (alpha / beta) in eV: -8.25 / -12.90
Kohn-Sham gap (alpha / beta) in eV: 7.32 / 3.77
Maximum force in eV Å⁻¹: 0.8
Molar mass in g/mol: 894.2


No. 5
Below is a structure of composition C31H38N2P2Zn, with properties calculated with the ωB97M-V functional and the def2-TZVPD basis.

```
! wB97M-V def2-TZVPD RIJCOSX def2/J DEFGRID3
* xyz 0 1
H 1.326 1.530 1.529
C -2.703 0.077 -4.171
H -2.650 -1.112 5.005
H 2.312 -3.500 -0.529
C -1.663 -0.945 -2.193
C 3.250 -1.888 3.562
C 3.311 -3.275 3.732
C -2.369 -1.048 -3.418
C -2.806 -2.035 4.446
C -3.220 -4.389 2.974
H 1.984 -0.161 3.314
C 0.973 3.920 -0.112
C -1.502 -2.187 -1.351
C -0.470 1.484 5.872
C 1.401 -2.112 -3.142
H 1.154 4.711 -0.853
C -0.859 2.748 -2.205
H 2.153 -1.330 -3.000
C -2.022 -2.307 3.315
C -3.951 -4.156 4.146
H -1.691 -3.634 1.635
H -1.342 -1.881 -0.288
H 2.159 -5.100 3.869
H -0.071 1.515 6.885
C 1.714 1.629 -1.847
C 2.127 -4.019 3.733
H -0.022 -3.980 3.523
H 0.249 4.278 0.638
H 0.251 -0.530 5.506
C 0.831 -1.995 3.381
H 2.460 1.249 -1.134
H 1.855 -2.923 -3.741
C -1.600 1.347 3.320
C 2.019 -1.246 3.419
H -4.324 -2.785 5.776
H 2.174 2.356 -2.528
H 0.869 1.066 1.891
P -0.696 -1.196 2.793
C -0.866 0.262 3.832
N 0.960 -2.600 -1.872
C -1.477 1.417 -2.584
H -2.229 3.382 3.627
H -0.360 3.249 -3.049
H -2.437 -2.777 -1.383
C -2.268 -3.455 2.547
C -2.267 1.333 -3.741
C -1.701 2.527 4.060
C -0.353 -3.162 -1.742
H -4.666 -4.902 4.500
C -3.753 -2.973 4.868
N -0.699 -0.885 1.266
P 0.374 2.399 -0.885
C -1.152 2.588 5.346
H -3.263 -0.009 -5.108
H 4.165 -1.300 3.544
C 0.894 -3.389 3.549
Zn -0.712 0.648 0.193
H -2.694 -2.039 -3.745
H -2.535 2.260 -4.252
C 1.832 -2.517 -0.727
H 1.294 -2.187 0.184
H 2.637 -1.791 -0.947
H -2.069 1.262 2.332
H -0.613 -3.645 -2.700
H -1.622 3.427 -1.785
C -0.297 0.325 5.112
C -1.281 0.317 -1.753
H -1.272 3.496 5.940
H 1.326 0.772 -2.408
H 0.552 -1.698 -3.707
H 1.907 3.685 0.416
H 4.274 -3.773 3.857
H -0.275 -3.928 -0.945
H -3.362 -5.309 2.406
*
```

Values from the calculation:
Highest occupied orbital energy in eV: -6.80
Lowest unoccupied orbital energy in eV: 0.27
Kohn-Sham gap in eV: 7.07
Maximum force in eV Å⁻¹: 1.7
Molar mass in g/mol: 566.0


No. 6
Below is a structure of composition C31H38PY, with properties calculated with the ωB97M-V functional and the def2-TZVPD basis.

```
! wB97M-V def2-TZVPD RIJCOSX def2/J DEFGRID3
* xyz 2 1
H 1.415 -4.242 -1.431
C -1.486 -0.517 2.085
H 2.118 -1.161 -0.031
H -0.912 -0.903 -5.510
H -0.809 -3.152 0.399
C -1.276 -1.639 2.907
C -1.510 -1.301 -2.393
H 1.523 1.084 -3.522
H 1.460 5.054 2.737
H -1.940 -3.888 -0.736
H 5.104 -1.482 2.948
H 2.336 2.218 -2.279
H -2.329 -2.351 0.055
H 1.582 0.541 0.340
H -0.061 0.506 -4.902
H -0.571 4.571 -3.324
H -2.923 0.656 0.948
C 0.691 -1.560 -3.076
H 1.221 4.589 -2.958
H -3.185 -0.157 -3.065
C 3.713 -1.144 1.352
P -0.068 0.521 1.545
C -0.862 -2.184 -1.475
H -0.145 5.321 4.621
H -0.729 2.160 -2.863
H 1.408 -3.060 -0.115
H -0.270 -1.900 3.220
H -4.866 -0.701 1.703
C -1.524 -2.932 -0.381
H 4.438 -1.311 0.532
C 1.505 -3.169 -1.204
C 0.745 4.257 2.960
H -1.836 1.451 3.744
C -2.972 -0.999 -2.414
C 1.932 -1.532 -3.889
C 3.168 -0.815 3.690
H -3.543 -1.868 -2.776
H -3.323 -0.766 -1.409
H 2.513 -2.858 -1.473
H 0.078 2.985 -1.441
C -0.155 4.413 4.016
H 1.899 -2.246 -4.731
C 0.491 -2.326 -1.875
C 2.385 -0.848 0.996
C 0.183 2.683 -2.514
C -2.772 -0.199 1.617
H -2.218 -3.234 3.990
C 0.373 3.986 -3.373
Y 0.593 0.627 -1.207
C -2.383 -2.387 3.321
H 3.444 -0.882 4.736
H 0.589 3.697 -4.450
C -3.870 -0.965 2.037
C -3.663 -2.052 2.899
C -0.549 -0.929 -3.409
C -1.085 3.402 4.304
H -1.795 3.517 5.119
C -0.841 -0.201 -4.681
H 2.793 -1.785 -3.280
H 1.179 -0.032 4.125
C 1.883 -0.370 3.357
H 2.099 -0.544 -4.314
C 4.104 -1.170 2.682
H -4.521 -2.633 3.241
C -0.157 2.054 2.512
H -1.785 0.332 -4.607
H 1.432 2.967 1.352
C 1.418 1.877 -2.758
C 0.743 3.089 2.191
C 1.474 -0.393 2.048
C -1.099 2.233 3.538
*
```

Values from the calculation:
Highest occupied orbital energy (alpha / beta) in eV: -13.43 / -13.35
Lowest unoccupied orbital energy (alpha / beta) in eV: -8.23 / -8.35
Kohn-Sham gap (alpha / beta) in eV: 5.19 / 5.00
Maximum force in eV Å⁻¹: 4.0
Molar mass in g/mol: 530.5